Entry 1:
C12H17F4MoN2O7P2 | ωB97M-V with the def2-TZVPD basis set

```
45
Properties=species:S:1:pos:R:3:forces:R:3
Mo 0.118296 0.091128 -0.683822 0.3 1.3 -1.3
C -1.385934 -1.668647 -2.956591 0.0 0.1 0.2
C -2.348617 -1.603521 -1.780109 0.1 -0.1 -0.4
N -1.792006 -0.909295 -0.556343 -0.4 -0.3 -0.2
C -1.947894 -1.803712 0.633211 0.2 -0.2 0.2
C -0.960838 -2.963204 0.608782 -0.1 0.1 0.0
C -2.512717 0.385384 -0.352484 0.2 0.1 0.2
C -1.949659 1.175125 0.840607 0.0 -0.2 -0.1
N -0.503108 0.912129 0.925617 0.2 0.1 0.4
C 0.238676 1.447106 1.990096 0.3 0.3 0.4
C 1.479620 0.877627 2.279955 -0.1 0.0 0.1
F 1.871591 -0.188967 1.568600 0.0 -0.1 -0.2
C 2.296089 1.338287 3.290314 0.0 0.1 0.0
F 3.460721 0.729546 3.494626 0.0 0.0 0.0
C 1.912224 2.402205 4.080234 -0.1 0.0 0.0
C 0.681136 2.972969 3.830626 0.1 -0.2 -0.1
F 0.259588 3.995608 4.563287 0.0 0.1 0.0
C -0.141164 2.511416 2.815984 -0.1 0.0 -0.2
F -1.312073 3.137633 2.635527 0.0 0.0 -0.1
H -1.797428 -2.336459 -3.712560 0.0 0.0 0.0
H -0.412908 -2.072708 -2.665688 0.0 0.0 -0.1
H -1.237136 -0.698194 -3.426694 0.0 0.0 0.0
H -2.625202 -2.615244 -1.493127 0.0 0.0 0.1
H -3.264073 -1.093245 -2.080297 0.0 0.0 0.1
H -2.975626 -2.173582 0.653108 -0.1 0.1 0.0
H -1.778588 -1.218542 1.534801 0.0 0.1 0.0
H -1.147127 -3.650664 -0.215568 0.0 0.0 0.0
H -1.046685 -3.526742 1.536374 0.0 0.0 0.0
H 0.065571 -2.599603 0.533055 0.0 -0.1 0.0
H -3.574314 0.191872 -0.197840 -0.1 0.1 -0.1
H -2.395574 0.968229 -1.276235 -0.1 -0.1 0.0
H -2.444579 0.888626 1.768612 0.1 -0.1 0.1
H -2.143380 2.234043 0.686212 0.0 0.0 0.0
H 2.545882 2.775459 4.872004 0.0 0.0 0.0
O 2.267694 2.682117 -3.012361 0.1 -0.2 -0.1
P 1.847235 1.400264 -2.239607 0.5 0.4 -0.2
O 0.542447 0.757024 -2.710159 -0.6 -0.2 0.7
O 1.656806 1.650227 -0.759357 -0.4 -0.2 0.3
O 3.027400 0.352205 -2.462724 -0.3 -0.2 0.0
P 2.640847 -1.228748 -2.161188 0.2 0.2 -0.3
O 3.951009 -1.759361 -1.497872 0.1 -0.1 0.0
O 2.168189 -1.948196 -3.325267 0.2 -0.1 0.0
O 1.562126 -1.098808 -1.015427 0.1 -0.7 0.8
H 2.800830 2.539582 -3.811468 -0.1 0.1 0.1
H 4.302657 -1.258372 -0.748846 -0.1 0.0 -0.1
```
Forces are in eV/Å.

The spin multiplicity is 3. Its HOMO-LUMO gap (alpha / beta) is 7.130 / 7.804 eV. For the electronic energy, the calculation gives -2254.0674 Ha. The charge is +1.

Results of the natural (NBO) charge analysis, in e, for atoms 1 through 6:
1 Mo 1.75
2 C -0.65
3 C -0.22
4 N -0.46
5 C -0.23
6 C -0.63

---

Entry 2:
C12H17F4NO14P | ωB97M-V with the def2-TZVPD basis set

```
49
Properties=species:S:1:pos:R:3:forces:R:3
O -1.710227 1.764506 2.561584 2.9 -1.0 -1.1
N -0.691261 1.292796 2.024372 -3.2 1.1 0.6
O -1.031387 0.383492 1.084086 0.7 2.3 0.0
P -1.150149 -1.225756 1.754772 -1.4 -3.9 1.4
H -2.307348 -1.465762 0.892300 0.1 0.2 -0.5
H -2.098935 -0.806016 2.788345 0.1 0.6 -0.1
H -0.085917 -1.012514 2.702624 0.5 0.4 0.0
H -0.226689 -1.784117 0.791928 0.2 0.5 -0.3
H -1.332049 -2.583036 2.261419 0.2 0.0 0.1
C -5.757706 -4.204918 0.455579 -1.1 0.3 0.3
C -4.820484 -4.511885 -0.662046 0.0 0.1 -0.2
O -3.547613 -4.358437 -0.076265 -0.6 -0.5 0.6
C -3.723932 -4.663732 1.239934 2.9 -0.5 2.4
O -2.813478 -4.911364 2.012993 -2.5 0.5 -2.0
O -5.047178 -4.666320 1.587043 0.7 -0.1 -0.2
F -4.943365 -3.605212 -1.657287 0.0 0.3 -0.7
H -5.953090 -3.132609 0.562206 0.2 0.0 -0.2
H -6.712827 -4.726985 0.352716 0.2 0.0 0.2
H -4.920182 -5.525001 -1.065994 -0.1 0.6 0.1
C -2.003406 -6.537224 -4.627860 1.2 0.0 -0.4
C -3.366197 -6.043621 -4.975508 -0.4 0.0 -0.6
O -4.175339 -6.553067 -3.939827 0.6 0.3 0.6
C -3.351824 -6.642521 -2.857934 -0.4 -0.5 2.9
O -3.741928 -6.778930 -1.710293 1.3 -0.4 -3.1
O -2.034216 -6.552889 -3.214794 -1.1 0.0 0.5
F -3.787483 -6.574388 -6.145323 -0.2 0.1 -0.3
H -1.812530 -7.550141 -4.997931 -0.2 0.1 -0.1
H -1.214881 -5.875050 -4.995483 -0.1 -0.1 0.3
H -3.453554 -4.952371 -5.008086 -0.1 -0.1 -0.1
C 2.006166 3.301637 1.185194 -1.3 -0.5 0.4
C 2.361810 4.243630 0.086166 -0.3 0.4 0.0
O 3.764714 4.344013 0.179266 0.2 -0.6 -0.1
C 4.172573 3.148431 0.690057 2.5 -1.7 0.5
O 5.324816 2.749208 0.661306 -2.5 1.1 0.1
O 3.130854 2.446762 1.232235 1.3 0.6 -0.7
F 1.831588 5.467068 0.309161 -0.1 0.4 -0.2
H 1.890670 3.802918 2.152027 0.0 0.1 -0.2
H 1.094053 2.738077 0.971081 0.3 -0.1 0.2
H 2.083295 3.892909 -0.913305 0.0 0.2 0.1
C 5.863038 7.022852 1.015583 -0.4 -1.0 -0.9
C 5.255115 7.722875 2.182672 -0.4 -0.4 0.6
O 6.322650 8.480785 2.704998 0.2 0.3 -0.8
C 7.120226 8.754388 1.634630 2.4 2.0 -0.3
O 7.989000 9.610586 1.629586 -2.0 -2.0 0.0
O 6.822699 7.957029 0.563570 0.4 0.9 0.8
F 4.860923 6.836905 3.124657 -0.2 0.0 0.2
H 6.366874 6.091634 1.295526 -0.2 0.1 0.2
H 5.130446 6.804074 0.234022 0.2 0.1 0.1
H 4.423665 8.387293 1.924297 0.0 -0.1 0.2
```
Forces are in eV/Å.

Its HOMO-LUMO gap is 5.504 eV. For the electronic energy, the calculation gives -2316.2612 Ha. The charge is -1.

Results of the natural (NBO) charge analysis, in e, for atoms 1 through 6:
1 O -0.37
2 N 0.31
3 O -0.66
4 P 0.59
5 H -0.20
6 H -0.16

---

Entry 3:
C12H17N | ωB97M-V with the def2-TZVPD basis set

```
30
Properties=species:S:1:pos:R:3:forces:R:3
C -1.247124 -2.416625 2.124830 2.0 -1.9 -0.1
C -1.592591 -2.571285 0.621829 -2.0 0.3 1.3
C -1.587208 -1.103802 2.777404 -0.1 0.0 0.0
H -1.572554 -3.323520 2.657452 -0.5 0.4 0.1
H -0.151600 -2.570906 2.210922 -0.2 0.4 0.0
H -1.804267 -1.583597 0.218200 0.5 -0.1 -0.4
H -2.568738 -3.081158 0.588319 0.1 0.0 -0.2
H -0.875407 -0.382376 2.355715 -1.0 0.5 -0.4
H -2.674640 -0.935857 2.717167 0.5 0.7 -0.5
H -0.924017 -3.165618 0.016750 0.4 0.1 0.0
H -1.364618 -1.027091 3.834711 0.2 -0.6 0.4
C 2.816129 1.928934 0.699134 1.6 -0.2 -1.0
C 1.861581 -0.452968 0.532159 1.8 -1.5 0.3
C 1.883556 0.900511 0.245351 -2.4 -0.9 -0.8
C 0.149252 -0.166942 -0.880799 0.0 0.0 -0.9
C 0.736341 1.104481 -0.586566 0.2 -0.6 0.7
C -0.972402 -0.252539 -1.703484 -0.1 -1.1 0.6
C 0.078930 2.293085 -1.027081 1.5 0.9 -0.3
C -1.594653 0.943476 -2.120433 1.2 1.2 -0.8
C -0.923384 2.182581 -1.957920 -2.3 -1.7 0.4
N 0.988538 -1.177393 -0.353146 0.4 2.2 0.6
H 2.647914 -1.095619 0.961503 -0.1 0.7 -0.1
H 0.714677 -2.032929 0.080390 -0.9 -0.2 -0.4
H 2.361258 2.906074 0.799388 -0.2 0.1 0.8
H 3.566676 2.116120 -0.113637 -0.3 -0.2 0.4
H -1.318839 -1.228621 -2.055672 -0.1 0.3 0.3
H 0.555577 3.235008 -0.756884 -0.2 0.1 -0.3
H -2.541315 1.005724 -2.628119 -0.1 -0.5 -0.4
H -1.463163 2.921909 -2.523396 0.4 1.1 0.4
H 3.403082 1.526673 1.537761 -0.3 0.7 0.2
```
Forces are in eV/Å.

The spin multiplicity is 2. Its HOMO-LUMO gap (alpha / beta) is 3.059 / 6.506 eV. For the electronic energy, the calculation gives -522.1264 Ha. The relative energy (zero: lowest compared OMol25 entry of this formula, charge and spin) is 120.7 kJ/mol. The charge is -1.

Results of the natural (NBO) charge analysis, in e, for atoms 1 through 6:
1 C -0.41
2 C -0.63
3 C -0.64
4 H 0.18
5 H 0.19
6 H 0.25

---

Entry 4:
C12H17N | ωB97M-V with the def2-TZVPD basis set

```
30
Properties=species:S:1:pos:R:3:forces:R:3
C 0.454088 -0.786752 -2.758185 0.4 0.2 0.1
C 0.207392 -1.326025 -1.386476 -0.5 0.2 0.3
C -1.008459 -1.601079 -0.829417 0.0 -1.0 -0.1
N -0.876027 -1.770160 0.534398 -0.4 0.3 0.5
C 0.405444 -1.477111 0.902290 1.3 -1.6 -0.3
C 1.087816 -1.479044 2.123773 -1.1 0.6 0.5
C 2.405565 -1.083447 2.172148 -0.2 -0.2 -0.2
C 3.103251 -0.804135 0.985975 0.0 -0.5 -0.2
C 2.473278 -0.925608 -0.241208 0.2 0.5 0.7
C 1.140977 -1.347206 -0.290158 0.0 1.9 -0.5
H 1.024780 0.147232 -2.688765 0.2 -0.2 0.1
H -0.463288 -0.456114 -3.229723 -0.3 -0.4 -0.2
H 1.014343 -1.476144 -3.391326 -0.1 0.1 -0.1
H -1.931545 -1.910077 -1.306195 0.0 0.5 0.0
H -1.605092 -2.035232 1.171287 -0.1 0.1 -0.1
H 0.533387 -1.629429 3.049501 0.1 -0.1 -0.1
H 2.829621 -0.955860 3.155518 0.4 -0.1 0.0
H 4.163077 -0.591452 0.982752 0.0 0.4 0.3
H 2.990197 -0.497287 -1.089247 0.0 -0.6 -0.4
C -2.758402 1.447193 0.479054 -0.1 -0.3 0.8
C -1.794172 2.621200 0.376695 0.9 -0.9 -0.4
C -0.457107 2.156890 -0.228475 0.5 -0.2 0.1
H -2.617546 0.902731 1.420246 0.2 0.1 0.0
H -2.532415 0.714059 -0.290619 -0.3 0.0 -0.3
H -3.818132 1.701317 0.484920 0.0 0.2 -0.3
H -2.150650 3.380443 -0.308346 -0.4 0.3 0.2
H -1.557002 3.041304 1.354074 -0.4 0.3 0.0
H -0.577269 1.422017 -1.027666 -0.3 0.5 -0.5
H 0.110114 3.033565 -0.555209 0.1 -0.3 -0.2
H 0.203787 1.584208 0.428390 -0.2 0.2 0.6
```
Forces are in eV/Å.

The SMILES is Cc1c[nH]c2ccccc12.CCC. Its HOMO-LUMO gap is 8.786 eV. For the electronic energy, the calculation gives -522.1955 Ha. The relative energy (zero: lowest compared OMol25 entry of this formula, charge and spin) is 65.1 kJ/mol. The charge is 0.

Results of the natural (NBO) charge analysis, in e, for atoms 1 through 6:
1 C -0.63
2 C -0.08
3 C -0.04
4 N -0.53
5 C 0.14
6 C -0.24

---

Entry 5:
C12H17N | ωB97M-V with the def2-TZVPD basis set

```
30
Properties=species:S:1:pos:R:3:forces:R:3
C 2.766286 -0.586184 -1.833673 -0.4 -0.4 0.2
C 1.326717 -0.642279 -1.321504 0.0 2.8 -2.1
C 0.307897 0.302447 -1.582730 -1.1 -1.5 -0.5
N -1.046025 -0.174611 -1.206513 5.9 -0.7 0.9
C -0.629505 -1.359357 -0.585719 -0.9 -2.4 0.8
C -1.455987 -2.146932 0.204956 0.1 0.5 -1.4
C -1.076201 -3.318875 0.780693 3.4 1.8 -1.5
C 0.298777 -3.670612 0.695226 0.7 -0.1 1.1
C 1.230191 -2.915608 -0.007910 -1.6 0.7 -0.8
C 0.754350 -1.744425 -0.691161 -2.0 -0.1 1.1
H 3.344808 -1.435053 -1.440263 -0.3 0.2 0.0
H 3.286259 0.309890 -1.523857 0.1 0.3 0.0
H 2.809152 -0.679758 -2.929469 -0.1 0.2 0.3
H 0.304285 1.263115 -2.051154 0.6 0.2 -0.4
H -1.918399 0.044963 -1.660664 0.2 -0.1 0.2
H -2.405984 -1.718096 0.255471 -1.9 0.0 0.6
H -1.746434 -3.769357 1.374300 -2.0 -2.0 2.1
H 0.755079 -4.386051 1.415359 -0.8 0.0 -0.9
H 2.247113 -3.270970 -0.085882 0.2 0.3 0.2
C -2.106447 2.940523 1.131670 0.4 0.7 -1.1
C -0.774021 2.457859 1.674380 2.6 0.7 0.9
C 0.390253 2.774690 0.640244 -0.2 0.5 1.7
H -2.559532 3.976566 1.237118 1.6 -0.7 -0.7
H -2.831453 2.431461 1.659899 -1.8 -1.6 0.9
H -2.055846 2.498191 0.083010 -0.7 1.1 1.0
H -0.327395 2.765754 2.694859 -1.4 0.3 -1.4
H -0.925147 1.394319 1.878978 0.4 -0.2 -0.6
H 0.350333 3.855765 0.399349 0.0 -0.5 0.2
H 1.393645 2.567982 1.070677 -0.6 0.0 -0.3
H 0.293230 2.234643 -0.275691 -0.2 -0.3 -0.4
```
Forces are in eV/Å.

The SMILES is Cc1c[nH]c2ccccc12.CCC. Its HOMO-LUMO gap is 8.678 eV. For the electronic energy, the calculation gives -522.1250 Ha. The relative energy (zero: lowest compared OMol25 entry of this formula, charge and spin) is 250.1 kJ/mol. The charge is 0.

Results of the natural (NBO) charge analysis, in e, for atoms 1 through 6:
1 C -0.63
2 C -0.07
3 C -0.04
4 N -0.58
5 C 0.16
6 C -0.21

---

Entry 6:
C12H17N | ωB97M-V with the def2-TZVPD basis set

```
30
Properties=species:S:1:pos:R:3:forces:R:3
C 0.077040 -2.039948 -1.263574 0.8 -0.1 -0.4
C -1.144354 -1.187174 -1.206794 0.3 -0.5 0.2
C -2.384182 -1.494296 -0.770863 -0.1 0.2 0.3
N -3.192790 -0.360294 -0.748483 -0.3 0.1 -0.7
C -2.461854 0.668035 -1.339861 -0.4 0.2 0.3
C -2.876129 1.953974 -1.668831 0.2 -0.1 0.0
C -1.952186 2.764321 -2.301770 -0.4 0.4 0.1
C -0.661333 2.327824 -2.575611 0.2 -0.4 0.1
C -0.263802 1.045783 -2.227893 0.5 0.4 -0.3
C -1.166834 0.206294 -1.586385 -0.2 -0.2 -0.3
H 0.816597 -1.751721 -0.506543 -0.1 0.1 0.0
H 0.569474 -1.874702 -2.234097 0.0 -0.1 0.2
H -0.028099 -3.124748 -1.152933 -0.5 0.3 0.0
H -2.801266 -2.409288 -0.389430 0.2 -0.2 0.0
H -4.158759 -0.468724 -1.037553 0.1 0.1 0.4
H -3.869134 2.304740 -1.424328 -0.1 0.0 -0.1
H -2.236008 3.770615 -2.584156 0.0 0.0 0.0
H 0.036007 2.998547 -3.057647 0.0 0.0 -0.1
H 0.733512 0.717768 -2.512202 -0.1 -0.1 0.2
C 2.360238 0.914227 2.794261 0.3 -0.6 0.4
C 3.059639 -0.452097 2.691678 -0.6 0.5 0.0
C 2.092809 -1.622253 2.816236 -0.1 0.5 0.5
H 1.544920 0.984295 2.071301 0.1 0.2 0.1
H 3.105784 1.684644 2.639000 -0.1 0.4 -0.3
H 1.982552 1.062667 3.811767 -0.2 0.0 -0.2
H 3.515724 -0.518412 1.703968 0.4 0.0 0.1
H 3.824866 -0.469496 3.469105 0.2 -0.3 -0.2
H 1.530037 -1.580983 3.751256 0.3 -0.1 0.3
H 1.292615 -1.490583 2.086374 0.3 -0.5 -0.5
H 2.654917 -2.559016 2.754006 -0.5 0.0 -0.2
```
Forces are in eV/Å.

The SMILES is Cc1c[nH]c2ccccc12.CCC. Its HOMO-LUMO gap is 8.915 eV. For the electronic energy, the calculation gives -522.2069 Ha. The relative energy (zero: lowest compared OMol25 entry of this formula, charge and spin) is 35.2 kJ/mol. The charge is 0.

Results of the natural (NBO) charge analysis, in e, for atoms 1 through 6:
1 C -0.63
2 C -0.10
3 C -0.03
4 N -0.55
5 C 0.13
6 C -0.24

---

Strongest force on any atom values, unit eV/Å, following the record order: 1.895; 4.385; 2.886; 2.095; 6.025; 0.903.